Density functional theory data (ωB97M-V/def2-TZVPD) for C7H14 in the gas phase.

Element x y z (Å)
C1 -1.589 -1.227 0.812
C2 -0.519 -1.055 -0.270
C3 0.542 0.005 0.088
C4 1.413 -0.463 1.261
C5 1.466 0.353 -1.131
C6 0.155 1.434 0.235
C7 -0.960 1.876 -0.645
H1 -2.341 -1.963 0.508
H2 -1.159 -1.569 1.759
H3 -2.113 -0.284 1.009
H4 -0.016 -2.017 -0.438
H5 -1.006 -0.805 -1.219
H6 1.840 -1.457 1.067
H7 0.833 -0.517 2.188
H8 2.229 0.246 1.428
H9 2.343 -0.302 -1.133
H10 0.928 0.271 -2.080
H11 1.848 1.382 -1.036
H12 -1.780 1.985 0.086
H13 -1.319 1.220 -1.454
H14 -0.794 2.887 -1.033

HOMO energy: -7.9 eV
molecular weight: 98.19 g mol⁻¹
LUMO level: 0.825 eV



Density functional theory data (ωB97M-V/def2-TZVPD) for C45H46BiBrN5O7PS2Sb as an isolated structure.

Element x y z (Å)
Bi1 -0.252 -0.090 -0.623
O1 2.365 3.524 0.215
C1 1.888 3.957 1.400
C2 2.460 5.118 1.923
C3 2.051 5.613 3.145
C4 1.050 4.966 3.862
C5 0.476 3.823 3.337
C6 0.873 3.296 2.109
C7 0.285 2.008 1.642
O2 0.922 1.390 0.669
N1 -0.762 1.581 2.251
N2 -1.074 0.251 2.190
C8 -2.244 -0.128 1.835
C9 -3.301 0.582 1.116
C10 -4.635 0.412 1.485
C11 -5.656 0.983 0.753
C12 -5.341 1.699 -0.400
C13 -4.031 1.837 -0.810
C14 -2.992 1.283 -0.056
O3 -1.738 1.409 -0.498
H1 1.925 2.663 0.038
H2 3.232 5.607 1.343
H3 2.519 6.505 3.544
H4 0.728 5.345 4.823
H5 -0.303 3.296 3.872
H6 -2.472 -1.158 2.101
H7 -4.860 -0.174 2.369
H8 -6.687 0.847 1.052
H9 -6.134 2.125 -1.003
H10 -3.768 2.342 -1.731
C15 -1.140 -3.747 1.739
C16 0.300 -3.979 1.407
C17 0.908 -5.207 1.667
C18 2.239 -5.384 1.351
C19 2.938 -4.324 0.790
C20 2.265 -3.132 0.571
N3 0.974 -2.966 0.861
Sb1 3.289 -1.408 -0.186
C21 2.259 -1.513 -2.184
C22 3.275 -1.883 -3.057
C23 2.932 -2.272 -4.347
C24 1.608 -2.289 -4.711
C25 0.640 -1.874 -3.796
C26 -0.807 -1.873 -4.169
N4 0.983 -1.487 -2.565
C27 2.964 -0.291 1.647
C28 3.855 0.754 1.862
C29 3.781 1.422 3.074
C30 2.835 1.023 4.000
C31 1.989 -0.042 3.698
C32 0.938 -0.513 4.656
N5 2.074 -0.694 2.535
H11 -1.721 -4.664 1.638
H12 -1.552 -2.985 1.085
H13 -1.228 -3.397 2.771
H14 0.325 -6.009 2.101
H15 2.728 -6.332 1.540
H16 3.985 -4.416 0.531
H17 4.306 -1.880 -2.733
H18 3.702 -2.564 -5.051
H19 1.301 -2.608 -5.698
H20 -0.989 -1.157 -4.969
H21 -1.426 -1.585 -3.324
H22 -1.104 -2.867 -4.510
H23 4.555 1.056 1.095
H24 4.442 2.253 3.286
H25 2.735 1.538 4.946
H26 0.612 0.297 5.308
H27 1.326 -1.321 5.281
H28 0.089 -0.880 4.087
Br1 -4.150 -7.509 -2.597
C33 -2.897 -6.131 -2.196
C34 -1.543 -6.429 -2.242
C35 -0.635 -5.422 -1.953
C36 -1.083 -4.150 -1.628
C37 -2.440 -3.867 -1.584
C38 -3.358 -4.871 -1.872
C39 -2.959 -2.478 -1.211
O4 -4.169 -2.320 -1.155
O5 -2.062 -1.592 -0.970
H29 -1.213 -7.427 -2.495
H30 0.428 -5.632 -1.978
H31 -0.381 -3.363 -1.402
H32 -4.412 -4.634 -1.833
C40 1.645 2.620 -7.052
C41 0.665 1.608 -6.488
C42 0.788 0.249 -7.147
O6 0.928 1.429 -5.083
P1 -0.067 2.120 -4.009
S1 -1.913 1.590 -4.249
S2 0.856 1.763 -2.246
O7 0.081 3.679 -4.337
C43 0.857 4.757 -3.767
C44 2.341 4.448 -3.696
C45 0.268 5.190 -2.438
H33 1.540 2.681 -8.137
H34 2.668 2.322 -6.815
H35 1.462 3.607 -6.631
H36 -0.360 1.972 -6.608
H37 0.599 0.331 -8.219
H38 1.790 -0.155 -6.996
H39 0.064 -0.444 -6.721
H40 0.700 5.555 -4.499
H41 2.553 3.677 -2.958
H42 2.873 5.354 -3.402
H43 2.718 4.123 -4.665
H44 0.374 4.408 -1.689
H45 -0.791 5.422 -2.552
H46 0.791 6.080 -2.083

HOMO energy: -5.3 eV
total charge: -1
molecular weight: 1274.64 g mol⁻¹
LUMO level: 2.079 eV



Density functional theory data (ωB97M-V/def2-TZVPD) for C5H7N4OS as an isolated structure at a distorted geometry.

Element x y z (Å)
C1 0.014 1.663 -0.375
C2 0.237 1.167 1.890
C3 -1.505 -1.322 0.015
C4 -0.010 0.195 -0.899
C5 0.702 -0.723 0.040
N1 0.017 2.042 0.787
N2 0.956 0.109 1.790
N3 -1.360 -0.253 -0.763
N4 -0.366 -1.668 0.473
O1 1.831 -1.240 -0.342
S1 0.477 0.179 -2.710
H1 0.037 2.534 -1.188
H2 0.205 1.598 2.819
H3 -2.379 -1.949 0.150
H4 -2.156 0.367 -1.015
H5 -0.346 -2.329 1.269
H6 2.361 -1.571 0.425
H7 1.285 1.203 -2.367

HOMO energy: -13.6 eV
total charge: +1
molecular weight: 171.21 g mol⁻¹
LUMO level: -4.553 eV



> Among the records above, which one has the highest molecular weight?

C45H46BiBrN5O7PS2Sb